No. 1
65
Properties=species:S:1:pos:R:3:mulliken_charge:R:1 method="wB97M-V/def2-TZVPD" spin_multiplicity=1 de_lowest_kcal_mol=0.0 orbital_gap_ev=3.07
C 6.7118 -2.8528 -0.0461 -0.944
N 6.0773 -2.3444 -1.2480 0.219
C 6.5602 -2.9407 -2.4802 -0.960
C 4.8460 -1.6974 -1.1720 -0.124
C 4.7827 -0.2985 -0.9615 -0.242
C 3.5737 0.3405 -0.8663 -0.859
C 2.3469 -0.3819 -0.8739 0.808
C 1.1069 0.3034 -0.6737 0.293
C -0.1188 -0.2679 -1.0174 -0.598
C -1.3619 0.3579 -0.8909 -0.222
C -2.6056 -0.3368 -1.0522 0.895
C -3.8269 0.3907 -1.1054 -0.960
C -5.0360 -0.2576 -1.2111 -0.190
C -5.1049 -1.6732 -1.2610 -0.227
N -6.3399 -2.3292 -1.2780 0.239
C -6.9106 -2.8556 -2.4993 -0.975
C -6.9442 -2.8402 -0.0646 -0.976
C -3.8973 -2.4023 -1.2572 -0.204
C -2.6761 -1.7545 -1.1547 -0.885
C 2.4215 -1.7877 -1.0941 -0.924
C 3.6393 -2.4205 -1.2764 -0.330
H 6.3017 -2.3361 0.8301 0.281
H 6.5511 -3.9394 0.0601 0.315
H 7.7916 -2.6680 -0.1134 0.329
H 6.0755 -2.4557 -3.3364 0.289
H 7.6458 -2.7808 -2.5350 0.323
H 6.3702 -4.0265 -2.5113 0.325
H 5.7116 0.2677 -0.9130 0.474
H 3.5337 1.4208 -0.7713 0.504
H 1.1414 1.3286 -0.2950 0.205
H -0.1151 -1.2726 -1.4593 0.304
H -1.3923 1.4277 -0.6573 0.431
H -3.7846 1.4795 -1.0784 0.405
H -5.9737 0.2953 -1.2424 0.459
H -6.3903 -2.4252 -3.3632 0.294
H -6.8377 -3.9542 -2.5314 0.317
H -7.9747 -2.5873 -2.5403 0.322
H -6.4430 -2.4059 0.8090 0.299
H -8.0077 -2.5669 -0.0504 0.324
H -6.8771 -3.9390 -0.0205 0.326
H -3.9459 -3.4897 -1.3117 0.410
H -1.7575 -2.3405 -1.1433 0.363
H 1.4970 -2.3742 -1.0945 0.382
H 3.6810 -3.4877 -1.4716 0.437
F 5.2171 2.6733 2.2854 -0.220
C 4.0048 2.3644 2.7642 0.570
F 3.7989 1.0224 2.5830 -0.205
F 3.9533 2.6239 4.0917 -0.212
S 2.6662 3.3689 1.9357 0.878
C 1.2795 2.5541 2.5839 -0.540
C 0.0007 3.1357 2.5100 1.037
C -1.0740 2.7046 3.3617 -0.832
C -2.3482 3.2153 3.2064 -0.623
C -2.6214 4.1721 2.2082 0.422
C -3.9469 4.6762 1.9891 0.035
N -5.0260 5.0797 1.7695 -0.591
C -1.5704 4.6427 1.4124 -0.927
C -0.2799 4.1615 1.5661 -0.421
O 2.7915 4.7148 2.4478 -0.671
O 2.8364 3.1032 0.5205 -0.637
H 1.4899 1.7870 3.3234 0.425
H -0.8290 1.9840 4.1478 0.371
H -3.1508 2.8953 3.8722 0.426
H -1.7761 5.4217 0.6787 0.414
H 0.5395 4.5781 0.9669 0.349

No. 2
61
Properties=species:S:1:pos:R:3:mulliken_charge:R:1 method="wB97M-V/def2-TZVPD" spin_multiplicity=1 de_lowest_kcal_mol=19.9 orbital_gap_ev="6.06 / 6.18"
Ti 0.0190 0.3826 0.2171 -0.538
C 4.7244 1.2309 -4.9644 -1.588
C 3.9693 -0.0127 -4.4766 2.031
C 2.5204 0.0878 -4.9497 -2.144
C 4.5946 -1.2680 -5.0979 -1.591
C 4.0757 -0.0946 -2.9544 0.138
C 5.3484 -0.1931 -2.3551 -0.474
C 5.5222 -0.2607 -0.9906 -1.460
C 4.3876 -0.2284 -0.1820 1.204
S 4.2519 -0.2803 1.5460 -0.394
C 2.5384 -0.1822 1.4251 1.175
N 2.0911 -0.1120 0.1831 0.088
C 3.1258 -0.1367 -0.7515 -1.595
C 2.9625 -0.0724 -2.1343 0.190
C 1.6254 -0.1411 2.5628 0.481
C 2.1003 -0.2874 3.8699 -0.794
C 1.2113 -0.2355 4.9211 -0.760
C -0.1431 -0.0247 4.6430 -0.726
C -0.5985 0.1374 3.3486 -0.059
C 0.2699 0.0893 2.2434 0.121
H 4.6552 1.3075 -6.0515 0.439
H 5.7822 1.1949 -4.7012 0.329
H 4.3010 2.1396 -4.5325 0.384
H 2.5010 0.1460 -6.0390 0.422
H 2.0238 0.9814 -4.5661 0.423
H 1.9315 -0.7847 -4.6592 0.409
H 4.5266 -1.2179 -6.1866 0.440
H 4.0755 -2.1696 -4.7673 0.382
H 5.6485 -1.3722 -4.8369 0.328
H 6.2274 -0.2166 -2.9860 0.415
H 6.5140 -0.3347 -0.5651 0.385
H 1.9686 -0.0049 -2.5559 0.748
H 3.1549 -0.4505 4.0677 0.360
H 1.5539 -0.3552 5.9396 0.399
H -0.8487 0.0181 5.4648 0.401
H -1.6553 0.3201 3.1896 0.373
C -1.6853 3.9385 0.7878 -0.923
O -1.1681 2.6649 1.1555 -0.193
C 0.0499 2.2411 0.6323 0.983
C 1.2052 3.1746 0.8565 -1.381
H -1.7554 4.5740 1.6717 0.246
H -2.6822 3.7984 0.3680 0.281
H -1.0597 4.4320 0.0423 0.412
H 0.9263 4.2295 0.8030 0.494
H 2.0061 3.0070 0.1349 0.295
H 1.6190 3.0067 1.8614 0.230
C -1.9033 -0.3762 -0.3703 -1.396
C -2.7303 0.1558 -1.4934 0.785
C -2.7442 1.5182 -1.8094 0.109
C -3.4945 2.0079 -2.8626 -0.934
C -4.2461 1.1354 -3.6459 0.624
C -4.2435 -0.2260 -3.3577 -0.740
C -3.4983 -0.6983 -2.2917 -0.663
C -5.0187 1.6523 -4.7489 -0.029
N -5.6382 2.0669 -5.6245 -0.516
H -1.8933 -1.4726 -0.4186 0.386
H -2.3715 -0.1391 0.6023 0.346
H -2.1411 2.1970 -1.2207 0.378
H -3.4902 3.0662 -3.0885 0.438
H -4.8255 -0.9081 -3.9631 0.450
H -3.5097 -1.7576 -2.0649 0.377

No. 3
66
Properties=species:S:1:pos:R:3:mulliken_charge:R:1 method="wB97M-V/def2-TZVPD" total_charge=+2 spin_multiplicity=1 de_lowest_kcal_mol=10.1 orbital_gap_ev=6.68
Zr 0.1631 -0.1991 0.0134 -0.196
S 0.5862 0.6223 -2.5998 -0.191
C 0.3295 2.3414 -2.6568 0.941
C 0.8640 3.0782 -3.7583 -0.870
C 0.7792 4.4583 -3.7569 -0.407
C 0.0881 5.1650 -2.7537 -0.815
C -0.4317 4.4258 -1.6562 -0.454
C -0.3621 3.0445 -1.6660 -0.131
S -0.9159 2.2561 -0.1508 0.294
C -2.6833 1.9987 -0.3253 -0.840
C -3.1173 0.6752 -0.8535 0.567
C -4.5326 0.5057 -0.9524 -1.146
C -4.9695 -0.6856 -1.4752 -0.527
C -4.0968 -1.6574 -1.9072 -0.932
C -2.7174 -1.3939 -1.8502 0.443
C -1.8537 -2.4866 -2.4840 -0.706
S -0.0910 -2.3290 -1.8158 0.103
C 0.1434 -3.7391 -0.7842 0.223
C -0.2960 -4.9831 -1.2106 -0.413
C -0.0800 -6.1290 -0.4735 -0.817
C 0.5587 -6.0248 0.7822 -0.566
C 0.9830 -4.7736 1.2534 -0.835
C 0.8265 -3.6314 0.4402 0.834
S 1.4966 -2.0885 1.0544 -0.237
N -2.2191 -0.2852 -1.2559 0.496
H 1.3074 2.5944 -4.6123 0.470
H 1.3015 4.9995 -4.5819 0.343
H -0.0433 6.2427 -2.8107 0.399
H -0.8483 4.8313 -0.7679 0.546
H -3.0462 2.7939 -1.0432 0.595
H -3.0671 2.1230 0.7250 0.513
H -5.1761 1.2741 -0.5396 0.551
H -6.0307 -0.8453 -1.5514 0.451
H -4.3991 -2.5989 -2.2849 0.577
H -1.7847 -2.4599 -3.6104 0.382
H -2.2227 -3.5067 -2.2184 0.578
H -0.7781 -4.9849 -2.1901 0.563
H -0.3750 -7.1083 -0.8871 0.388
H 0.6980 -6.9143 1.3835 0.401
H 1.4696 -4.5961 2.2118 0.515
O -1.4764 -0.9782 1.1252 -0.070
C -1.3838 -1.0304 2.5888 -0.647
C -0.8152 0.2873 3.0789 0.702
C -1.2022 0.8811 4.3235 -1.092
C -0.4119 1.9328 4.7742 -0.434
C 0.5822 2.4210 3.9434 -0.880
C 0.8451 1.8397 2.7161 -0.271
N 0.1427 0.7850 2.2740 0.527
H -2.3658 -1.1664 0.8047 0.190
H -0.6347 -1.8050 2.8263 0.241
H -2.3887 -1.2087 3.0676 0.456
H -1.9917 0.4712 4.9310 0.486
H -0.5409 2.4192 5.7349 0.444
H 1.1151 3.3236 4.2201 0.437
H 1.6319 2.2273 2.0546 0.488
C 5.0151 0.9967 1.7597 -0.928
N 4.5361 0.8866 0.3868 0.065
C 5.5692 0.6834 -0.6601 -0.859
C 3.2769 1.0369 0.0796 0.259
N 2.0853 1.1148 0.0997 -0.194
H 5.3599 2.0295 1.9841 0.324
H 5.8363 0.3337 1.8401 0.370
H 4.2806 0.6687 2.4966 0.323
H 5.6776 1.5735 -1.3179 0.334
H 5.2897 -0.1629 -1.3223 0.335
H 6.5107 0.4303 -0.1898 0.305

No. 4
67
Properties=species:S:1:pos:R:3:mulliken_charge:R:1 method="wB97M-V/def2-TZVPD" total_charge=-1 spin_multiplicity=4 de_lowest_kcal_mol=29.6 orbital_gap_ev="5.06 / 6.29"
V 0.8749 -0.1023 -0.2036 -0.207
C 6.4698 3.0620 -0.2060 -0.761
S 5.9343 1.3588 -0.3745 -0.079
C 4.1471 1.5321 -0.6339 0.165
S 3.2479 2.7631 0.1166 -0.466
N 3.7705 0.4849 -1.2994 -1.534
N 2.3766 0.3207 -1.4708 1.498
C 1.9787 0.5145 -2.7021 -0.712
C 0.6008 0.3153 -3.0075 0.774
C 0.0122 0.6554 -4.2401 -0.942
C -1.3358 0.4978 -4.4116 -0.420
C -2.1180 -0.0082 -3.3571 -1.113
C -1.4925 -0.3204 -2.1811 -0.271
N -0.1652 -0.1815 -1.9983 0.912
H 7.4079 3.0569 0.3501 0.323
H 5.7094 3.6108 0.3502 0.245
H 6.6239 3.5234 -1.1804 0.227
H 2.6886 0.8574 -3.4448 0.367
H 0.6411 1.0605 -5.0225 0.474
H -1.8009 0.7696 -5.3513 0.395
H -3.1883 -0.1252 -3.4445 0.450
H -2.0472 -0.7037 -1.3333 0.656
C 3.5641 -0.4166 2.0460 -0.559
O 2.1582 -0.4549 1.7980 -0.192
C 1.3789 -1.1193 2.7193 0.658
C 1.8933 -1.8662 3.7593 -0.716
C 1.0231 -2.4512 4.6846 -0.774
C -0.3417 -2.2593 4.5647 -0.745
C -0.8566 -1.5007 3.5149 -0.505
C -0.0072 -0.9460 2.5661 0.283
N -0.3884 -0.1813 1.4776 0.932
N -1.6638 0.2204 1.4927 -0.846
C -1.9801 1.2174 0.6062 -0.816
C -1.0684 1.9342 -0.1758 0.806
O 0.2247 1.5789 -0.1753 -0.272
C -1.4995 2.9470 -1.0536 -0.643
C -2.8214 3.2334 -1.2097 -1.094
C -3.7996 2.5304 -0.4479 1.008
C -5.1829 2.7992 -0.5965 -0.993
C -6.1170 2.1408 0.1524 -0.458
C -5.6997 1.1761 1.0964 -0.711
C -4.3717 0.8850 1.2488 -0.490
C -3.3847 1.5484 0.4775 1.123
H 3.7498 -0.0436 3.0531 0.410
H 3.9885 0.2649 1.3232 -0.336
H 3.9937 -1.4122 1.9228 0.348
H 2.9600 -1.9959 3.8666 0.421
H 1.4287 -3.0370 5.4995 0.381
H -1.0172 -2.6939 5.2917 0.380
H -1.9182 -1.3284 3.4079 0.372
H -0.7360 3.4657 -1.6218 0.556
H -3.1424 3.9955 -1.9108 0.330
H -5.4892 3.5450 -1.3226 0.364
H -7.1703 2.3630 0.0300 0.373
H -6.4366 0.6667 1.7056 0.391
H -4.0412 0.1480 1.9676 0.403
C 1.0684 -3.8652 -1.4761 -1.457
C 0.5818 -3.1899 -0.2089 0.569
C -0.9240 -3.2926 -0.0436 -1.211
O 1.0027 -1.8398 -0.2415 -0.446
H 0.6951 -4.8919 -1.5302 0.431
H 2.1578 -3.8822 -1.5158 0.331
H 0.7032 -3.3122 -2.3444 0.229
H 1.0573 -3.6594 0.6577 0.265
H -1.4272 -3.0621 -0.9871 0.225
H -1.2792 -2.5956 0.7169 0.258
H -1.2010 -4.3049 0.2605 0.434

No. 5
71
Properties=species:S:1:pos:R:3:mulliken_charge:R:1 method="wB97M-V/def2-TZVPD" total_charge=+4 spin_multiplicity=1 orbital_gap_ev="6.12 / 6.13"
Tc -0.6935 -1.0591 -0.4928 -0.489
C -0.5741 -1.8378 2.7987 -1.437
C -0.1149 -0.4385 2.5151 0.247
C 0.3538 0.3535 3.5567 -0.924
C 0.8439 1.6197 3.3112 -1.056
C 0.8624 2.0934 2.0059 -0.961
C 0.3699 1.2995 1.0037 0.718
N -0.1327 0.0512 1.2490 1.797
C 0.3783 1.7096 -0.4161 -0.124
C 0.7256 2.9507 -0.8997 -0.590
C 0.6594 3.1756 -2.2704 -1.394
C 0.3049 2.1458 -3.1322 -0.883
C -0.0020 0.9149 -2.5963 0.373
N 0.0022 0.7356 -1.2651 1.628
C -0.2360 -0.3325 -3.3476 0.247
C -0.1890 -0.3992 -4.7099 -0.702
C -0.2280 -1.6497 -5.3239 -0.985
C -0.2458 -2.7753 -4.5357 -1.023
C -0.2994 -2.6730 -3.1444 0.907
C -0.2818 -3.9286 -2.3247 -1.716
N -0.3658 -1.4512 -2.5659 1.197
H -0.3392 -2.1083 3.8262 0.571
H -0.0857 -2.5530 2.1384 0.219
H -1.6531 -1.9330 2.6686 0.122
H 0.3453 -0.0504 4.5615 0.598
H 1.2311 2.2273 4.1220 0.568
H 1.2712 3.0708 1.7845 0.551
H 1.0374 3.7426 -0.2307 0.614
H 0.9023 4.1532 -2.6709 0.537
H 0.2802 2.3104 -4.2014 0.649
H -0.0947 0.4998 -5.3040 0.539
H -0.2038 -1.7311 -6.4053 0.523
H -0.1975 -3.7638 -4.9797 0.583
H 0.2471 -4.7100 -2.8674 0.551
H -1.3038 -4.2976 -2.1660 0.280
H 0.2001 -3.7878 -1.3653 0.254
Se -6.4256 -1.9516 -0.1768 -0.146
Sb -4.8710 -1.7005 -1.8617 1.084
Se -2.9185 0.4366 -0.7715 -0.108
Se -2.2276 -2.5841 -0.0853 -0.295
Se -3.9148 -1.7971 -3.9508 -0.106
C 5.9127 -2.2572 0.7956 -1.048
N 4.5857 -1.7771 0.3735 0.014
C 3.3612 -2.5539 0.3993 -0.278
C 2.3990 -1.5379 -0.1559 -0.031
O 1.1589 -1.8612 -0.3253 0.184
N 2.9592 -0.3982 -0.4452 -0.261
C 4.2993 -0.5929 -0.1414 0.255
N 5.1964 0.3501 -0.3523 -0.321
H 5.7942 -3.2129 1.2941 0.393
H 6.3605 -1.5575 1.5002 0.392
H 6.5715 -2.3971 -0.0626 0.376
H 3.0828 -2.8731 1.4048 0.370
H 3.4208 -3.4394 -0.2378 0.356
H 4.9164 1.2042 -0.8064 0.225
H 6.1835 0.1772 -0.2431 0.246
N -4.3685 1.0096 2.8820 0.053
C -4.1848 0.2952 1.7862 -0.330
N -3.3423 0.9309 0.9763 -0.030
C -2.9772 2.1599 1.5779 0.681
C -2.1929 3.2182 1.1322 -0.597
C -2.0847 4.3000 1.9816 -0.789
C -2.7351 4.3326 3.2325 -0.712
C -3.5233 3.2871 3.6630 -0.924
C -3.6280 2.2024 2.7976 0.521
H -4.9892 0.7519 3.6365 0.267
H -4.6572 -0.6515 1.5712 0.332
H -1.7364 3.2154 0.1481 0.764
H -1.5119 5.1646 1.6699 0.515
H -2.6363 5.2115 3.8577 0.473
H -4.0510 3.3222 4.6098 0.482

No. 6
68
Properties=species:S:1:pos:R:3:mulliken_charge:R:1 method="wB97M-V/def2-TZVPD" total_charge=+1 spin_multiplicity=2 de_lowest_kcal_mol=31.2 orbital_gap_ev="6.38 / 6.97"
Ir -0.8958 -0.5199 -0.3469 2.330
C -0.9882 1.0613 1.6762 -0.728
Si -2.5914 0.2253 1.1182 0.565
C -3.9645 1.2806 0.5079 -1.203
C -3.0841 -1.2976 2.0323 0.717
C -4.3120 -1.3699 2.6960 -0.878
C -4.7013 -2.5399 3.3273 -0.684
C -3.8748 -3.6535 3.2787 -0.735
C -2.6615 -3.5958 2.6067 -0.740
C -2.2399 -2.4249 1.9782 0.277
Si -0.5588 -2.3718 1.1130 0.806
C -0.2830 -3.9327 0.1346 -1.441
C 0.7565 -2.2024 2.4361 -1.353
H -1.1559 1.1372 2.7580 0.513
H -0.8409 2.0586 1.2660 0.286
H -0.0506 0.4862 1.6417 -0.366
H -4.6378 1.5382 1.3284 0.458
H -4.5311 0.6964 -0.2218 0.382
H -3.6135 2.1909 0.0254 0.358
H -4.9770 -0.5142 2.7197 0.333
H -5.6496 -2.5873 3.8453 0.420
H -4.1820 -4.5744 3.7570 0.418
H -2.0440 -4.4864 2.5679 0.331
H -0.3341 -4.8056 0.7902 0.499
H 0.7012 -3.9455 -0.3372 0.389
H -1.0372 -4.0407 -0.6447 0.399
H 0.4841 -2.8676 3.2599 0.541
H 0.8504 -1.1983 2.8523 0.345
H 1.7361 -2.5176 2.0748 0.360
F -0.5130 0.1402 -3.8836 -0.487
Te -2.2740 -0.3812 -3.3033 2.078
F -4.0477 -0.9892 -2.8016 -0.468
F -3.0278 0.8497 -4.5032 -0.435
F -2.1691 -1.7373 -4.5707 -0.397
F -1.7988 1.0939 -1.7375 -0.663
O -1.3573 -1.5934 -1.7181 -1.008
C 3.2547 -1.3814 -4.3220 -0.503
C 3.2888 -0.0006 -4.1879 -0.757
C 2.6793 0.6078 -3.1020 -0.375
C 2.0398 -0.1869 -2.1578 0.464
C 1.9985 -1.5701 -2.2851 0.030
C 2.6130 -2.1666 -3.3736 -0.767
As 1.1969 0.6508 -0.6676 1.156
C 0.9744 2.5249 -0.9185 0.079
C 0.2730 3.1830 -1.9154 -0.524
C 0.2351 4.5707 -1.8844 -0.829
C 0.8770 5.2647 -0.8662 -0.745
C 1.5852 4.5950 0.1234 -0.662
C 1.6473 3.2087 0.1017 0.051
C 2.4206 2.3619 1.0440 0.841
C 3.2177 2.8245 2.0819 -0.713
C 3.9599 1.9236 2.8343 -0.790
C 3.9329 0.5634 2.5543 -0.833
C 3.1338 0.0839 1.5253 -0.874
C 2.3756 0.9840 0.7986 0.125
H 3.7244 -1.8493 -5.1767 0.416
H 3.7817 0.6062 -4.9350 0.415
H 2.6935 1.6858 -3.0024 0.440
H 1.4686 -2.1778 -1.5623 -0.160
H 2.5805 -3.2415 -3.4888 0.431
H -0.2326 2.6293 -2.6940 0.536
H -0.2991 5.1100 -2.6546 0.462
H 0.8342 6.3456 -0.8479 0.427
H 2.0931 5.1585 0.8946 0.432
H 3.2793 3.8825 2.2993 0.440
H 4.5826 2.2904 3.6393 0.419
H 4.5386 -0.1213 3.1319 0.453
H 3.1194 -0.9714 1.2904 0.695

no.,M (g/mol)
1,527.61
2,488.48
3,656.05
4,597.64
5,1028.19
6,927.44